# 1
C3H9NO in the gas phase at a distorted geometry. Source: the Open Molecules 2025 dataset; level of theory: wB97M-V/def2-TZVPD.

## Properties
LUMO level = 1.1 eV
energy above the lowest of the compared OMol25 structures with the same formula, charge and spin = 39.44 kcal/mol
molecular weight = 75.11 g mol⁻¹
strongest force on any atom = 2.30 eV/A
Kohn-Sham gap = 9.910 eV
E_tot = -249.65084 hartree
highest occupied orbital energy = -8.850 eV
structure (SMILES) = CNCOC
2S+1 = 1

XYZ file:
```
14
Properties=species:S:1:pos:R:3:forces:R:3
C 1.277 0.738 -1.529 1.38 1.14 1.44
O 0.315 -0.054 -0.914 -1.42 -0.65 -1.19
H 0.866 1.336 -2.351 -0.20 -0.58 0.16
H 2.163 0.164 -1.864 -0.39 0.18 -0.02
H 1.637 1.497 -0.760 -0.07 -0.67 -0.80
C -1.679 0.095 0.983 -1.18 0.82 -1.13
C 0.565 -0.642 0.318 1.27 -0.06 1.42
N -0.604 -0.842 1.122 -0.12 -0.28 0.26
H -2.092 0.105 -0.074 0.16 0.00 1.14
H -2.508 -0.071 1.704 0.63 -0.23 -0.42
H -1.338 1.112 1.157 0.22 0.16 0.12
H 1.328 -0.028 0.844 -0.49 0.28 0.01
H 1.048 -1.632 0.317 -0.02 0.01 -0.77
H -0.978 -1.775 1.047 0.24 -0.11 -0.20
```
Forces are in eV/Å.

***

# 2
C3H9NO in the gas phase. Source: the Open Molecules 2025 dataset; level of theory: wB97M-V/def2-TZVPD.

## Properties
LUMO level = 0.9 eV
energy above the lowest of the compared OMol25 structures with the same formula, charge and spin = 31.08 kcal/mol
molecular weight = 75.11 g mol⁻¹
strongest force on any atom = 0.93 eV/A
Kohn-Sham gap = 9.586 eV
E_tot = -249.66417 hartree
highest occupied orbital energy = -8.687 eV
structure (SMILES) = CNCCO
2S+1 = 1

XYZ file:
```
14
Properties=species:S:1:pos:R:3:forces:R:3
C -1.425 0.348 1.597 0.18 -0.48 -0.70
N -1.433 -0.166 0.224 -0.42 0.35 0.40
C -0.342 0.292 -0.613 -0.06 -0.18 -0.49
C 0.894 -0.589 -0.545 0.26 -0.38 0.80
O 2.078 0.095 -0.942 -0.27 0.03 -0.15
H -1.423 1.435 1.592 -0.10 0.06 0.00
H -2.307 -0.026 2.094 -0.36 0.10 0.22
H -0.571 -0.009 2.161 0.48 0.07 0.38
H -1.480 -1.175 0.261 -0.01 -0.06 -0.21
H -0.081 1.314 -0.351 0.07 0.10 0.18
H -0.690 0.326 -1.648 0.02 0.06 -0.06
H 0.775 -1.483 -1.150 -0.14 -0.10 -0.45
H 0.990 -0.998 0.475 0.07 0.39 -0.03
H 2.725 -0.022 -0.250 0.27 0.04 0.11
```
Forces are in eV/Å.

***

# 3
2 unconnected molecules or ions with the total composition C3H9NO at a distorted geometry. Source: the Open Molecules 2025 dataset; level of theory: wB97M-V/def2-TZVPD.

## Properties
LUMO level = 1.1 eV
energy above the lowest of the compared OMol25 structures with the same formula, charge and spin = 74.94 kcal/mol
molecular weight = 75.11 g mol⁻¹
strongest force on any atom = 3.96 eV/A
Kohn-Sham gap = 9.857 eV
E_tot = -249.59426 hartree
highest occupied orbital energy = -8.795 eV
2S+1 = 1

XYZ file:
```
14
Properties=species:S:1:pos:R:3:forces:R:3
C -1.508 -1.055 0.681 -0.65 -0.91 0.60
O -0.853 0.149 0.879 0.34 -0.27 -2.96
H -2.195 -1.258 1.537 0.35 -0.02 -0.44
H -2.157 -1.052 -0.239 0.35 -0.14 0.55
H -0.803 -1.942 0.607 -0.57 0.69 -0.05
C 1.858 0.376 0.018 -1.66 -0.03 -0.25
C -0.369 0.542 -0.942 0.66 -1.12 3.74
N 0.768 1.220 -0.693 1.36 0.54 1.30
H 2.048 0.766 1.039 -0.22 -0.12 -0.80
H 2.766 0.340 -0.559 0.26 0.20 -0.25
H 1.446 -0.648 0.128 0.37 0.61 0.03
H -0.213 -0.410 -1.424 -0.27 -0.30 0.04
H -1.318 0.997 -0.992 -0.61 0.94 -0.83
H 0.528 1.975 -0.040 0.28 -0.07 -0.69
```
Forces are in eV/Å.

***

# 4
2 unconnected molecules or ions with the total composition C3H9NO at a distorted geometry. Source: the Open Molecules 2025 dataset; level of theory: wB97M-V/def2-TZVPD.

## Properties
LUMO level = -0.1 eV
energy above the lowest of the compared OMol25 structures with the same formula, charge and spin = 107.31 kcal/mol
molecular weight = 75.11 g mol⁻¹
strongest force on any atom = 2.82 eV/A
Kohn-Sham gap = 7.477 eV
E_tot = -249.54268 hartree
highest occupied orbital energy = -7.544 eV
structure (SMILES) = C=CCN.O
2S+1 = 1

XYZ file:
```
14
Properties=species:S:1:pos:R:3:forces:R:3
N -1.480 -1.617 -0.219 -0.57 0.30 -0.52
C -1.796 -0.597 -1.238 2.19 -0.81 -1.59
C -2.640 1.725 -0.489 0.73 0.11 0.41
C -1.623 0.792 -0.708 -1.58 1.02 0.80
H -2.049 -1.589 0.616 0.27 0.26 0.11
H -0.488 -1.600 -0.054 -0.03 -0.07 0.62
H -0.990 -0.827 -1.953 -0.38 0.15 -0.42
H -2.738 -0.859 -1.702 -0.26 0.55 0.02
H -2.955 1.926 0.542 1.60 1.22 0.20
H -2.948 2.528 -1.158 -1.57 -1.46 -0.90
H -0.683 1.031 -0.201 -0.40 -1.26 1.28
H 6.081 -0.923 1.665 -0.25 -0.32 0.74
H 6.174 0.458 1.329 -0.17 0.68 0.45
O 5.910 -0.071 2.096 0.42 -0.37 -1.19
```
Forces are in eV/Å.